# 1
ORCA calculation (the ωB97M-V functional and the def2-TZVPD basis) on C4H9NO in the gas phase at a distorted geometry.

## Properties
LUMO level (eV): 0.92
Max |F| (eV/A): 1.435
Gap between HOMO and LUMO (Ha): 0.388
HOMO energy (eV): -9.643
Net charge: 0
SMILES: CCCNC=O

Each line ends with the Mulliken charge.
Element x y z (Å)
1 C 0.4254 -0.2014 1.3664  0.085
2 N 0.0707 0.9047 0.6801  -0.141
3 C -0.5965 0.9803 -0.6377  -0.612
4 C -0.0286 0.0137 -1.6534  -0.421
5 C -0.6546 -1.3797 -1.6362  -1.172
6 O 0.9427 -0.1844 2.4662  -0.585
7 H 0.1587 -1.1555 0.8841  0.250
8 H 0.2457 1.7664 1.1754  0.226
9 H -0.4862 2.0387 -0.8793  0.354
10 H -1.6462 0.8247 -0.5185  0.292
11 H 1.0359 -0.0614 -1.5357  0.342
12 H -0.0661 0.4434 -2.6600  0.372
13 H 0.1047 -2.1449 -1.6295  0.284
14 H -1.3530 -1.5199 -0.8124  0.386
15 H -1.2625 -1.5081 -2.5346  0.341

Forces on atoms 1 to 2 (eV/Å):
C -0.297 -0.234 0.373
N -0.072 -0.018 -0.214

---

# 2
ORCA calculation (the ωB97M-V functional and the def2-TZVPD basis) on a gas-phase ion, C5H8BrN2 (charge +1) at a distorted geometry.

## Properties
LUMO level (spin up / spin down) (eV): -3.95 / -4.24
Max |F| (eV/A): 2.724
Gap between HOMO and LUMO (spin up / spin down) (Ha): 0.306 / 0.286
HOMO energy (spin up / spin down) (eV): -12.261 / -12.025
Net charge: +1

Each line ends with the Mulliken charge.
Element x y z (Å)
1 C -1.5476 0.5500 -0.5061  0.072
2 C -1.7661 -0.8366 -0.1661  -0.020
3 C -0.3978 1.1635 -0.7940  -0.730
4 C -0.7934 -1.6401 0.2371  -0.428
5 C 1.3344 -0.2344 0.3312  -0.354
6 N 1.4571 0.5210 1.4561  -0.403
7 N 0.9096 0.4722 -0.8873  -0.087
8 Br -0.6685 -3.3755 0.7854  -0.008
9 H -2.4360 1.1653 -0.5340  0.403
10 H -2.8020 -1.1697 -0.2112  0.389
11 H -0.3570 2.2165 -1.0120  0.366
12 H 2.0502 -1.0270 0.1818  0.475
13 H 1.8189 0.0482 2.2724  0.281
14 H 0.7320 1.2004 1.6501  0.248
15 H 0.8560 -0.2348 -1.6366  0.419
16 H 1.6104 1.1811 -1.1667  0.379

Forces on atoms 1 to 2 (eV/Å):
C 0.645 0.120 -0.058
C -0.433 -0.727 0.141

---

# 3
ORCA calculation (the ωB97M-V functional and the def2-TZVPD basis) on a molecular structure, C20H35BCrF7N2O14 at a distorted geometry.

## Properties
LUMO level (spin up / spin down) (eV): -3.37 / -9.83
Max |F| (eV/A): 5.031
Spin multiplicity: 9
Gap between HOMO and LUMO (spin up / spin down) (Ha): 0.189 / 0.114
HOMO energy (spin up / spin down) (eV): -8.531 / -12.944
Net charge: +1

Each line ends with the Mulliken charge.
Element x y z (Å)
1 Cr -1.1969 3.5610 0.1752  0.391
2 B -0.4947 0.9736 -0.1672  0.548
3 F -0.7654 0.0133 -1.1392  -0.275
4 F 0.0852 2.1763 -0.6182  -0.024
5 F -1.7095 1.3846 0.4415  -0.448
6 F 0.3521 0.3605 0.7617  -0.154
7 C 1.7195 1.4907 -3.2657  -0.774
8 C 1.6711 1.7562 -4.7742  -0.780
9 O 2.2176 0.6482 -5.4645  -0.247
10 C 1.4359 -0.3672 -5.9501  0.072
11 O 0.2215 -0.5636 -5.5215  -0.290
12 C 2.1948 -1.3696 -6.7950  0.917
13 F 3.2855 -0.7688 -7.2787  -0.242
14 F 2.6027 -2.4272 -6.0699  -0.248
15 F 1.4765 -1.8058 -7.8314  -0.237
16 H 2.7399 1.2532 -2.9506  0.362
17 H 1.2763 0.4988 -3.1296  0.255
18 H 1.2912 2.2675 -2.6420  0.384
19 H 2.2213 2.6533 -5.0581  0.362
20 H 0.6394 1.8687 -5.1130  0.475
21 C -0.6294 4.1980 -4.0098  -0.181
22 O -2.0414 4.1981 -3.9030  -0.368
23 C -2.5861 3.7860 -2.7781  0.911
24 O -1.9703 3.4574 -1.7750  -0.346
25 O -3.8682 4.0022 -2.8423  -0.371
26 C -4.6866 3.7404 -1.6499  -0.561
27 H -0.1723 4.7583 -3.1888  0.295
28 H -0.2140 4.6311 -4.9142  0.361
29 H -0.2292 3.1965 -3.8944  -0.270
30 H -4.3090 2.9496 -1.0136  0.181
31 H -5.7018 3.6272 -2.0075  0.231
32 H -4.5944 4.7144 -1.1684  0.318
33 C 1.2205 1.4764 3.6466  -0.181
34 O 0.9184 2.8117 3.9910  -0.369
35 C 0.1557 3.4540 3.1073  0.492
36 O -0.1819 3.0592 2.0170  -0.181
37 O -0.0852 4.6860 3.4681  -0.405
38 C 0.2742 5.2602 4.7108  -0.757
39 H 1.7815 1.0094 4.4531  0.386
40 H 1.8787 1.3268 2.7862  -0.099
41 H 0.3393 0.9037 3.3504  0.040
42 H 1.2071 5.8251 4.7209  0.299
43 H 0.4797 4.5060 5.4733  0.323
44 H -0.5375 5.8923 5.0550  0.282
45 C 3.5933 -6.2317 2.5137  -0.697
46 O 2.7506 -5.2748 1.8879  -0.314
47 C 2.5644 -4.1210 2.5067  0.661
48 O 3.2497 -3.6419 3.3709  -0.556
49 O 1.5171 -3.5197 1.9524  -0.095
50 C 1.0382 -2.3244 2.4960  -0.207
51 H 3.8431 -6.9619 1.7466  0.248
52 H 3.0600 -6.7668 3.2995  0.297
53 H 4.5287 -5.8440 2.9115  0.323
54 H 1.8855 -1.6375 2.5840  0.364
55 H 0.5388 -2.3981 3.4673  0.335
56 H 0.3054 -1.8602 1.8375  -0.381
57 C -2.6386 -0.9257 1.9802  -0.472
58 O -2.5149 -2.2272 2.5835  -0.046
59 C -3.4877 -3.0663 2.8239  0.789
60 O -4.5966 -2.7368 3.2024  -0.136
61 O -3.0332 -4.2857 2.7174  -0.148
62 C -3.9962 -5.3686 2.9001  -0.803
63 H -3.3594 -0.3183 2.5277  0.441
64 H -3.0006 -0.9054 0.9474  0.402
65 H -1.5891 -0.6417 1.9383  -0.168
66 H -4.4962 -5.5178 1.9448  0.357
67 H -4.5955 -5.2039 3.7905  0.406
68 H -3.5656 -6.3590 3.0519  0.262
69 C -0.6329 -3.7478 -1.0638  -0.193
70 C -1.3635 -4.9249 -0.6004  0.254
71 N -1.9490 -5.8460 -0.2467  -0.453
72 H -0.8369 -2.8897 -0.4281  -0.203
73 H -0.9222 -3.5792 -2.0994  0.355
74 H 0.4296 -3.9853 -1.0098  0.255
75 C 3.2314 1.5749 0.2518  0.500
76 C 3.2650 2.8441 0.9908  0.338
77 N 3.3053 3.7872 1.6472  -0.512
78 H 2.7038 0.8441 0.8572  -0.355
79 H 4.2705 1.2472 0.1971  0.470
80 H 2.7863 1.7399 -0.7224  -0.398

Forces on atoms 1 to 2 (eV/Å):
Cr -0.713 1.568 0.755
B 0.239 -1.468 0.000

---

# 4
ORCA calculation (the ωB97M-V functional and the def2-TZVPD basis) on a molecular structure, C18H43FeN6O7 at a distorted geometry.

## Properties
LUMO level (spin up / spin down) (eV): -2.22 / -6.08
Max |F| (eV/A): 6.741
Spin multiplicity: 9
Gap between HOMO and LUMO (spin up / spin down) (Ha): 0.162 / 0.199
HOMO energy (spin up / spin down) (eV): -6.613 / -11.495
Net charge: +1

Each line ends with the Mulliken charge.
Element x y z (Å)
1 Fe 0.8119 -0.0929 -2.0521  -0.159
2 O 0.4541 -0.0867 -0.1439  1.400
3 H -0.2761 0.1490 0.4609  -0.482
4 C -1.5682 -3.1465 0.2552  -0.305
5 O -1.3338 -4.3261 0.4438  -0.514
6 N -2.8213 -2.5843 0.3300  0.237
7 C -3.0191 -1.1401 0.6860  -0.429
8 C -3.9865 -3.4392 0.4040  -1.027
9 H -0.7829 -2.4395 -0.0540  0.382
10 H -2.1771 -0.6849 0.1645  -0.312
11 H -2.9142 -1.1283 1.7708  0.408
12 H -3.9992 -0.8743 0.2900  0.388
13 H -3.8353 -4.3940 -0.0997  0.326
14 H -4.1860 -3.6431 1.4560  0.405
15 H -4.8818 -2.9410 0.0323  0.361
16 C -1.9723 4.3952 -1.5899  0.078
17 O -0.9903 4.2227 -2.3457  -0.587
18 N -2.2269 3.5973 -0.5183  0.325
19 C -3.4333 3.7763 0.3004  -0.874
20 C -1.4541 2.4800 -0.0854  -1.107
21 H -2.7429 5.1594 -1.7755  0.312
22 H -4.0754 4.6484 0.1771  0.330
23 H -2.9575 3.9240 1.2699  0.325
24 H -4.0144 2.8612 0.4143  0.254
25 H -1.9416 1.5052 -0.0976  0.342
26 H -0.5062 2.2800 -0.5850  0.080
27 H -1.1511 2.6722 0.9439  0.436
28 C -2.3628 0.4747 -3.0513  0.065
29 O -1.5345 0.0960 -2.2266  -0.403
30 N -3.3895 -0.2046 -3.4720  0.142
31 C -4.5635 0.4872 -4.0431  -0.931
32 C -3.6314 -1.6277 -3.1252  -0.957
33 H -2.2289 1.4827 -3.4734  0.394
34 H -4.9634 -0.1380 -4.8414  0.307
35 H -4.3180 1.4435 -4.5050  0.351
36 H -5.3044 0.6603 -3.2626  0.335
37 H -4.4089 -1.8116 -2.3837  0.340
38 H -3.9702 -2.2597 -3.9461  0.382
39 H -2.7363 -1.9949 -2.6233  0.241
40 C -0.5883 -0.1362 3.0583  0.282
41 O -1.4482 -0.7654 3.7027  -0.673
42 N -0.3133 1.1657 3.3214  0.239
43 C 0.8653 1.8623 2.9115  -0.844
44 C -1.2270 2.0462 4.1616  -1.108
45 H 0.0758 -0.5046 2.2612  0.093
46 H 1.0990 2.6333 3.6456  0.451
47 H 0.8065 2.2808 1.9068  0.140
48 H 1.6815 1.1407 2.8762  0.302
49 H -1.0440 1.7965 5.2067  0.343
50 H -1.0951 3.1201 4.0297  0.453
51 H -2.2478 1.8561 3.8302  0.305
52 C 4.0212 0.3322 -2.1441  0.133
53 O 2.9263 -0.0758 -1.7855  -0.414
54 N 5.2146 -0.2637 -2.0689  0.128
55 C 6.4465 0.4700 -2.3700  -0.849
56 C 5.2993 -1.6485 -1.4941  -0.888
57 H 4.1202 1.3326 -2.5930  0.329
58 H 7.1866 -0.1919 -2.8197  0.327
59 H 6.9653 0.8096 -1.4736  0.358
60 H 6.3286 1.3516 -3.0001  0.305
61 H 5.9815 -1.6500 -0.6440  0.339
62 H 4.2972 -1.9875 -1.2314  0.176
63 H 5.7411 -2.4369 -2.1035  0.369
64 C 3.5861 -0.1782 1.7276  -0.208
65 O 4.3313 0.6987 2.1692  -0.703
66 N 3.6611 -1.4480 2.0773  0.229
67 C 4.8342 -2.0373 2.6464  -1.028
68 C 2.6902 -2.3827 1.5373  -1.002
69 H 2.7199 0.0128 1.0753  0.704
70 H 5.4149 -2.6004 1.9158  0.306
71 H 4.4602 -2.6672 3.4536  0.394
72 H 5.5177 -1.3969 3.2038  0.332
73 H 1.8343 -2.5715 2.1854  0.348
74 H 2.1807 -2.0267 0.6419  0.071
75 H 3.0704 -3.2982 1.0841  0.401

Forces on atoms 1 to 2 (eV/Å):
Fe -0.966 0.048 2.476
O 0.719 0.141 -2.019

---

# 5
ORCA calculation (the ωB97M-V functional and the def2-TZVPD basis) on 2 unconnected molecules or ions with the total composition C4H5FO2 at a distorted geometry.

## Properties
LUMO level (eV): 0.93
Max |F| (eV/A): 5.357
Gap between HOMO and LUMO (Ha): 0.351
HOMO energy (eV): -8.620
Net charge: 0

Each line ends with the Mulliken charge.
Element x y z (Å)
1 C 0.3028 -0.3734 1.6753  -0.327
2 C -0.4733 0.2637 0.4965  0.335
3 C -0.3951 -0.3885 -1.6834  -0.172
4 C 0.4035 0.6415 -1.5574  -0.106
5 H 1.4067 -0.5641 1.2655  0.209
6 H -0.0883 -1.4656 2.0392  0.245
7 H -1.2410 0.9770 1.0271  0.218
8 H -0.9297 -0.6774 -2.9996  0.247
9 H 1.0559 1.0185 -2.3548  0.342
10 O -0.9013 -0.8635 -0.4438  -0.366
11 O 0.5087 0.9678 -0.2488  -0.349
12 F 0.3510 0.4641 2.7840  -0.276

Forces on atoms 1 to 2 (eV/Å):
C 1.556 -3.285 -0.160
C 0.539 -1.178 0.848

---

# 6
ORCA calculation (the ωB97M-V functional and the def2-TZVPD basis) on a molecular structure, C30H29BrGeN2O6Sc.

## Properties
LUMO level (eV): 2.52
Max |F| (eV/A): 0.726
Gap between HOMO and LUMO (Ha): 0.297
HOMO energy (eV): -5.569
Net charge: -1

Each line ends with the Mulliken charge.
Element x y z (Å)
1 Sc -1.3634 0.0990 -0.4797  0.311
2 O 0.9161 2.2396 -1.4935  -0.545
3 C 2.1825 1.6578 -1.2424  -0.685
4 C 2.1720 0.6827 -0.0810  -0.769
5 N 1.2853 -0.4661 -0.2740  0.974
6 C 1.6157 -1.1862 -1.4953  0.849
7 C 0.6414 -0.8712 -2.6286  0.267
8 O 0.9663 -1.0464 -3.7846  -0.750
9 O -0.5189 -0.4405 -2.2181  -0.433
10 C 1.1843 -1.2247 0.9844  0.444
11 C 0.3586 -0.3765 1.9561  0.095
12 O 0.6963 -0.2508 3.1158  -0.749
13 O -0.7143 0.1221 1.4089  -0.329
14 H 0.4273 1.7017 -2.1283  0.381
15 H 2.8558 2.4744 -0.9734  0.498
16 H 2.5919 1.1904 -2.1424  0.310
17 H 1.8732 1.2096 0.8267  0.435
18 H 3.2077 0.3308 0.0665  0.279
19 H 1.5845 -2.2654 -1.3601  -1.434
20 H 2.6226 -0.9544 -1.8475  0.352
21 H 2.1738 -1.3734 1.4322  0.359
22 H -0.4152 -2.4761 0.1813  -0.925
23 O -5.9717 3.4910 -0.0978  -0.534
24 C -4.6556 3.1428 -0.2199  1.160
25 C -3.6316 4.0455 0.0738  -0.636
26 C -2.3303 3.6149 -0.0522  -0.638
27 N -2.0176 2.3811 -0.4604  -0.340
28 C -3.0048 1.5049 -0.7512  0.135
29 Br -3.0476 -1.8699 -0.1450  -0.584
30 C -4.3422 1.8636 -0.6232  -0.707
31 H -6.0236 4.3841 0.2593  0.274
32 H -3.8474 5.0558 0.4035  0.280
33 H -1.5055 4.2828 0.1744  0.364
34 H -5.1293 1.1442 -0.8126  0.436
35 C 0.4453 -2.5617 0.8484  -0.430
36 Ge 1.4450 -4.1592 0.3330  2.069
37 C 1.0333 -4.6603 -1.4955  0.498
38 C 1.8289 -5.5769 -2.1854  -0.326
39 C 1.5171 -5.9526 -3.4849  -0.687
40 C 0.4024 -5.4128 -4.1142  -0.526
41 C -0.3997 -4.5037 -3.4413  -0.662
42 C -0.0897 -4.1323 -2.1377  -0.273
43 C 3.3504 -3.8406 0.5203  -0.009
44 C 3.9190 -3.7789 1.7951  0.001
45 C 5.2603 -3.4607 1.9637  -0.803
46 C 6.0544 -3.1936 0.8564  -0.458
47 C 5.5032 -3.2399 -0.4165  -0.824
48 C 4.1599 -3.5598 -0.5816  -0.250
49 C 0.8905 -5.6049 1.5192  0.006
50 C -0.4670 -5.7164 1.8319  -0.571
51 C -0.9266 -6.7425 2.6482  -0.794
52 C -0.0341 -7.6726 3.1658  -0.452
53 C 1.3169 -7.5740 2.8644  -0.670
54 C 1.7733 -6.5464 2.0459  -0.524
55 H 0.0128 -2.8074 1.8210  0.871
56 H 2.7034 -6.0055 -1.7067  0.408
57 H 2.1483 -6.6603 -4.0089  0.392
58 H 0.1660 -5.6949 -5.1329  0.368
59 H -1.2603 -4.0642 -3.9295  0.446
60 H -0.7351 -3.4124 -1.6425  0.110
61 H 3.3073 -3.9712 2.6706  0.472
62 H 5.6831 -3.4130 2.9596  0.394
63 H 7.1001 -2.9432 0.9863  0.387
64 H 6.1165 -3.0214 -1.2824  0.413
65 H 3.7388 -3.5790 -1.5807  0.359
66 H -1.1812 -4.9962 1.4428  0.432
67 H -1.9818 -6.8112 2.8832  0.410
68 H -0.3911 -8.4703 3.8059  0.374
69 H 2.0167 -8.2960 3.2678  0.390
70 H 2.8321 -6.4818 1.8185  0.313

Forces on atoms 1 to 2 (eV/Å):
Sc -0.164 0.365 -0.018
O 0.047 0.032 -0.013

---

- Which formula does entry 6 have?
  C30H29BrGeN2O6Sc

---

Copy entry 2 word for word.
ORCA calculation (the ωB97M-V functional and the def2-TZVPD basis) on a gas-phase ion, C5H8BrN2 (charge +1) at a distorted geometry.

## Properties
LUMO level (spin up / spin down) (eV): -3.95 / -4.24
Max |F| (eV/A): 2.724
Gap between HOMO and LUMO (spin up / spin down) (Ha): 0.306 / 0.286
HOMO energy (spin up / spin down) (eV): -12.261 / -12.025
Net charge: +1

Each line ends with the Mulliken charge.
Element x y z (Å)
1 C -1.5476 0.5500 -0.5061  0.072
2 C -1.7661 -0.8366 -0.1661  -0.020
3 C -0.3978 1.1635 -0.7940  -0.730
4 C -0.7934 -1.6401 0.2371  -0.428
5 C 1.3344 -0.2344 0.3312  -0.354
6 N 1.4571 0.5210 1.4561  -0.403
7 N 0.9096 0.4722 -0.8873  -0.087
8 Br -0.6685 -3.3755 0.7854  -0.008
9 H -2.4360 1.1653 -0.5340  0.403
10 H -2.8020 -1.1697 -0.2112  0.389
11 H -0.3570 2.2165 -1.0120  0.366
12 H 2.0502 -1.0270 0.1818  0.475
13 H 1.8189 0.0482 2.2724  0.281
14 H 0.7320 1.2004 1.6501  0.248
15 H 0.8560 -0.2348 -1.6366  0.419
16 H 1.6104 1.1811 -1.1667  0.379

Forces on atoms 1 to 2 (eV/Å):
C 0.645 0.120 -0.058
C -0.433 -0.727 0.141

---

- Which formula does entry 3 have?
  C20H35BCrF7N2O14